Molecular formula: C28H12CdCl5I2N2OS
Method: DFT, ωB97M-V with the def2-TZVPD basis set

Geometry as XYZ:
```
52
Properties=species:S:1:pos:R:3:forces:R:3:mulliken_charge:R:1
Cd -0.014593 -0.004968 0.205336 -0.177 -0.024 0.099 0.63
I 5.325345 -0.547598 0.525211 -0.097 0.014 0.261 -0.02
C 3.948231 -0.425444 2.107882 -0.004 -0.060 -0.594 -0.51
C 4.393166 -0.288568 3.414495 -0.189 0.003 0.227 -0.44
C 3.489341 -0.203717 4.447851 0.394 0.058 0.397 -0.23
I 4.245566 0.006187 6.412771 -0.097 -0.033 -0.277 -0.02
C 2.103066 -0.248313 4.206262 -0.214 -0.038 -0.255 0.95
C 1.096576 -0.162727 5.194646 -0.079 -0.017 -0.025 -0.64
C -0.224103 -0.221565 4.843573 0.083 0.002 0.088 -0.95
C -0.562215 -0.364625 3.490411 -0.013 -0.048 -0.119 -0.32
N 0.345891 -0.442303 2.549129 0.000 0.086 0.119 -0.06
C 1.656934 -0.388048 2.860203 0.171 -0.008 0.260 -0.09
C 2.587617 -0.487055 1.738268 0.245 -0.037 -0.058 0.77
O 2.193442 -0.619138 0.543417 -0.223 -0.087 0.145 -0.79
H 5.454293 -0.251480 3.618095 0.009 0.007 -0.018 0.33
H 1.382565 -0.053410 6.232256 0.013 0.013 0.005 0.16
H -1.003067 -0.151946 5.590840 -0.001 -0.021 -0.001 0.39
H -1.597951 -0.422050 3.169685 0.004 0.042 -0.006 0.46
S 0.203400 1.676460 -4.298315 -0.002 -0.078 0.185 -0.42
C 0.178626 -0.036112 -4.581836 -0.011 0.004 0.244 1.06
C 0.145865 -0.736285 -5.780503 0.007 0.015 -0.064 -0.66
C 0.122292 -2.118557 -5.729924 -0.015 0.009 -0.080 -0.38
C 0.135228 -2.793712 -4.506961 0.004 0.003 0.058 -0.68
C 0.170670 -2.099729 -3.313627 0.010 0.024 0.091 -0.36
C 0.188764 -0.706613 -3.346585 -0.009 0.057 -0.426 -0.82
N 0.215490 0.119813 -2.248940 0.097 0.075 0.207 0.06
C 0.224211 1.375995 -2.553332 -0.020 -0.213 -0.598 0.91
C 0.241313 2.464862 -1.577273 0.012 0.253 0.436 1.24
C 0.246761 3.793800 -2.013968 0.029 -0.199 -0.080 -0.87
C 0.253924 4.823492 -1.094298 -0.006 0.088 -0.003 -0.67
C 0.266757 4.520130 0.262187 0.015 0.007 0.014 -0.65
C 0.260903 3.197164 0.682308 0.024 -0.045 0.037 0.12
C 0.235231 2.121347 -0.208692 0.016 0.400 -0.314 -1.11
H 0.139591 -0.212272 -6.727836 -0.009 -0.027 -0.003 0.38
H 0.089392 -2.685747 -6.651784 0.014 0.017 0.002 0.36
H 0.118251 -3.875905 -4.494961 -0.002 0.005 0.003 0.39
H 0.187694 -2.604050 -2.356153 -0.018 -0.032 0.003 0.40
H 0.245378 4.016701 -3.076474 -0.003 0.064 0.014 0.34
H 0.250435 5.854647 -1.425868 0.009 -0.013 -0.012 0.37
H 0.277980 5.323529 0.991010 0.005 -0.010 0.002 0.37
H 0.274386 2.998021 1.750633 -0.031 0.019 -0.003 0.41
Cl -3.183628 1.483179 -0.086911 -0.043 0.150 -0.022 -0.19
C -3.258309 -0.250328 0.018408 0.283 -0.177 -0.011 1.53
C -2.063156 -0.952339 0.135490 -0.152 -0.384 0.075 -2.71
C -2.191600 -2.336628 0.226567 -0.041 0.497 -0.005 1.76
Cl -0.727073 -3.260286 0.388030 0.141 -0.219 0.008 -0.18
C -3.412582 -2.999441 0.208203 -0.039 -0.046 -0.006 -0.40
Cl -3.500147 -4.718125 0.345240 -0.011 -0.069 -0.005 -0.21
C -4.581300 -2.253478 0.079170 0.015 0.025 0.003 0.72
Cl -6.114448 -3.044255 0.049415 -0.030 -0.019 -0.007 -0.21
C -4.506413 -0.866343 -0.020487 -0.007 -0.061 0.000 -0.30
Cl -5.953972 0.057835 -0.192250 -0.059 0.023 0.009 -0.21
```
Forces are in eV/Å.

Properties
Multiplicity ... 1
Relative energy (zero: lowest compared OMol25 entry of this formula, charge and spin) ... 0.0000 eV
Maximum force ... 0.0123 hartree/bohr
HOMO-LUMO gap ... 6.88 eV
Lowest unoccupied orbital energy ... 2.1 eV
Charge ... -1
HOMO level ... -4.7 eV
Electronic energy ... -128475.1965 eV

Molecular formula: C5H11NO
Method: DFT, ωB97M-V with the def2-TZVPD basis set

Geometry as XYZ:
```
18
Properties=species:S:1:pos:R:3:forces:R:3:lowdin_spin:R:1
C -1.915318 0.013843 -0.839500 0.320 0.838 0.195 0.00
C -0.542796 0.184860 -1.515356 -0.805 -0.420 1.007 0.01
C 0.622546 -0.030457 -0.586845 1.757 0.581 1.464 0.05
C 1.858728 0.409759 -0.953933 -0.106 -0.098 -0.748 0.07
C 1.190228 -1.817410 0.791150 0.122 -0.976 1.144 0.45
N 0.419039 -0.724963 0.606855 -0.866 -0.162 -1.800 0.26
H -2.679236 -0.068874 -1.614462 -0.207 -0.343 0.214 0.00
H -1.900967 -0.767961 -0.082390 -0.080 -0.477 -0.483 0.00
H -2.146562 0.900717 -0.238499 0.024 0.128 -0.228 0.00
H -0.533197 1.171568 -1.977040 0.338 -0.102 -0.370 0.00
H -0.404208 -0.626698 -2.238298 -0.231 0.299 -0.365 0.00
H 2.023527 0.965225 -1.876486 -0.242 -0.074 -0.054 0.01
H 2.776651 0.107556 -0.466704 -0.174 0.053 0.432 0.01
H 0.765738 -2.638022 1.379811 0.073 0.312 0.317 0.06
H 2.055123 -2.157434 0.220459 -0.082 0.562 -0.512 0.06
H -0.784809 0.673763 1.884815 0.222 -0.113 -0.539 0.00
H -0.450483 1.895537 2.697862 0.315 0.217 0.222 0.00
O -1.082861 1.586277 2.055245 -0.379 -0.223 0.104 0.00
```
Forces are in eV/Å.

Properties
Multiplicity ... 2
Relative energy (zero: lowest compared OMol25 entry of this formula, charge and spin) ... 1.2174 eV
Maximum force ... 0.0459 hartree/bohr
HOMO-LUMO gap (spin up / spin down) ... 4.46 / 7.50 eV
Lowest unoccupied orbital energy (spin up / spin down) ... 4.2 / 4.2 eV
Charge ... -1
HOMO level (spin up / spin down) ... -0.3 / -3.3 eV
Electronic energy ... -8898.9447 eV

Molecular formula: C11H27ClIN2OP2V
Method: DFT, ωB97M-V with the def2-TZVPD basis set

Geometry as XYZ:
```
46
Properties=species:S:1:pos:R:3:forces:R:3:lowdin_spin:R:1
C 0.005649 0.692216 -7.168043 -0.002 -0.047 -0.517 0.00
C 0.010521 1.403811 -5.853953 0.025 3.155 -0.205 0.00
H 0.008335 1.418479 -7.997031 0.000 -0.116 0.499 0.00
H -0.890680 0.064959 -7.253969 0.258 0.051 0.146 0.00
H 0.895851 0.056488 -7.256335 -0.258 0.054 0.150 0.00
O 0.019614 2.585331 -5.636938 -0.021 -2.798 -0.314 0.00
I -0.001537 0.012482 -4.154384 -0.003 -0.376 0.314 0.01
V -0.005155 -0.707812 -0.067309 -0.022 -1.087 -1.535 1.95
P 2.275716 -0.031887 -0.115856 1.982 -0.201 -0.499 -0.01
C 3.199469 1.153402 0.904231 -0.405 0.457 0.246 -0.01
C 3.002036 -1.613608 0.484040 -0.343 -0.124 -0.004 0.00
H 4.088156 -1.571490 0.319614 -0.304 -0.044 0.039 0.00
H 4.036313 0.014355 -1.774211 -0.250 0.068 -0.041 0.00
H 2.560319 -2.466963 -0.047699 0.329 0.215 0.163 0.00
H 2.455948 -0.507321 -2.478499 0.270 0.122 0.149 0.00
H 2.915545 1.051701 1.959173 0.087 0.027 -0.222 0.00
H 2.798015 -1.724733 1.559288 0.108 0.009 -0.307 0.00
C 2.952443 0.185485 -1.787890 -0.180 0.010 0.020 0.00
H 4.279608 0.966415 0.811512 -0.376 -0.038 -0.094 0.00
H 2.726820 1.205281 -2.118259 0.126 -0.163 -0.037 0.00
H 2.980157 2.175832 0.578969 0.108 -0.129 0.099 0.00
P -2.276183 0.001956 -0.114092 -1.995 -0.179 -0.506 -0.01
C -3.179848 1.202023 0.906880 0.418 0.451 0.247 -0.01
C -2.952404 0.227736 -1.785526 0.183 0.008 0.024 0.00
H -2.596910 -2.428557 -0.043195 -0.326 0.221 0.163 0.00
H -4.111263 -1.510413 0.324044 0.305 -0.047 0.040 0.00
H -2.822607 -1.681267 1.563057 -0.109 0.010 -0.307 0.00
C -3.025728 -1.568187 0.487822 0.343 -0.131 -0.002 0.00
H -2.466445 -0.472257 -2.476268 -0.266 0.124 0.147 0.00
H -4.038443 0.071450 -1.770314 0.250 0.065 -0.040 0.00
H -4.262972 1.030978 0.817973 0.376 -0.046 -0.098 0.00
H -2.946379 2.220747 0.579779 -0.110 -0.128 0.100 0.00
H -2.713367 1.244098 -2.116925 -0.128 -0.160 -0.037 0.00
H -2.893811 1.097192 1.960933 -0.086 0.030 -0.221 0.00
Cl -0.021689 -2.735677 -0.922582 0.010 0.735 0.184 0.00
C 0.073557 1.222028 4.903887 0.045 0.695 -0.425 0.00
N 0.007096 -0.081065 4.218225 0.037 0.531 0.071 0.04
C -0.077217 -1.325301 5.009032 -0.064 -0.886 -0.186 0.00
C 0.015026 -0.145253 2.934629 -0.118 -1.602 -0.916 0.05
N 0.000052 -0.461910 1.796128 0.077 0.979 3.383 -0.01
H 0.058396 1.055751 5.979721 0.005 0.013 -0.202 0.00
H -0.791416 1.827526 4.602484 0.271 -0.073 0.262 0.00
H 1.002463 1.729357 4.612737 -0.274 -0.034 0.260 0.00
H -1.016997 -1.851820 4.775861 0.410 0.163 0.148 0.00
H 0.787259 -1.969379 4.780783 -0.385 0.211 0.147 0.00
H -0.063298 -1.062179 6.068498 0.004 0.005 -0.284 0.00
```
Forces are in eV/Å.

Properties
Multiplicity ... 3
Relative energy (zero: lowest compared OMol25 entry of this formula, charge and spin) ... 0.0825 eV
Maximum force ... 0.0685 hartree/bohr
HOMO-LUMO gap (spin up / spin down) ... 6.56 / 7.21 eV
Lowest unoccupied orbital energy (spin up / spin down) ... -8.0 / -7.4 eV
Charge ... +2
HOMO level (spin up / spin down) ... -14.6 / -14.6 eV
Electronic energy ... -81747.3843 eV

Molecular formula: C4H8CoO2
Method: DFT, ωB97M-V with the def2-TZVPD basis set

Geometry as XYZ:
```
15
Properties=species:S:1:pos:R:3:forces:R:3:lowdin_spin:R:1
H 2.712072 -1.457599 1.203719 -0.797 -0.131 0.273 0.02
C 1.433992 -0.926957 -0.467190 -1.319 1.659 -1.478 -0.05
C 1.867870 -0.842808 0.859317 0.385 -1.226 0.523 0.44
O 1.391497 0.026462 1.742539 0.630 0.771 0.767 0.37
Co 0.040618 1.113452 1.870687 -1.311 0.534 -1.179 2.70
H 1.860675 -0.160479 -1.127377 -0.271 -0.674 -0.227 0.03
H 1.143659 -1.924197 -0.811487 0.905 0.283 -0.471 0.00
O -1.783812 1.342919 0.566852 0.981 0.829 1.371 0.03
C -1.566711 0.179829 -0.256397 0.173 -0.668 -0.522 0.05
C -0.358812 0.439165 -1.097128 0.972 -1.384 0.919 0.35
H -2.685180 1.369505 0.903706 -0.166 0.000 0.137 0.00
H -2.453371 -0.004718 -0.884669 0.249 -0.088 0.446 0.01
H -1.373741 -0.633312 0.460291 -0.475 -0.295 -0.465 0.01
H 0.215495 1.325943 -0.810992 -0.321 -0.018 -0.573 0.01
H -0.444247 0.152789 -2.151866 0.365 0.408 0.479 0.01
```
Forces are in eV/Å.

Properties
Multiplicity ... 5
Maximum force ... 0.0502 hartree/bohr
HOMO-LUMO gap (spin up / spin down) ... 4.73 / 5.95 eV
Lowest unoccupied orbital energy (spin up / spin down) ... -5.6 / -6.6 eV
Charge ... +1
HOMO level (spin up / spin down) ... -10.4 / -12.6 eV
Electronic energy ... -45985.9448 eV

Molecular formula: C4H10AgFN2O8
Method: DFT, ωB97M-V with the def2-TZVPD basis set

Geometry as XYZ:
```
26
Properties=species:S:1:pos:R:3:forces:R:3:mulliken_charge:R:1
Ag 0.216262 -0.161547 -0.967395 -0.368 -0.395 -1.724 0.61
F -1.043284 -0.089377 -3.055719 -0.320 0.141 0.785 -0.88
N 1.537842 -2.842738 -0.915270 -1.439 0.360 -5.347 1.05
O 0.804740 -2.596887 -1.897597 -1.178 0.068 0.055 -0.62
O 1.560603 -1.969987 -0.058910 1.306 0.086 3.329 -0.60
O 2.233129 -3.850592 -1.064519 1.494 -0.905 2.541 -0.73
N 2.183526 1.255129 -2.665444 -2.787 -1.924 -1.110 1.10
O 2.176277 0.061435 -2.946135 1.032 -1.563 0.867 -0.59
O 1.659715 1.642147 -1.601185 0.463 0.876 1.786 -0.66
O 2.416410 2.032204 -3.552158 1.781 3.139 -1.643 -0.71
C -3.104576 -0.137568 -0.282349 1.380 -1.104 -0.214 -0.83
O -1.951722 -0.597373 0.492637 -2.069 0.654 0.406 -0.24
C -1.878728 0.102841 1.720534 1.410 0.801 -1.679 -0.59
C -0.386954 0.162495 2.075785 0.531 0.492 0.475 -0.48
O 0.337948 1.050686 1.181837 0.068 0.422 0.478 -0.24
C 1.755370 1.250998 1.384019 0.228 0.360 1.004 -0.91
H -4.046396 -0.471730 0.152866 -0.111 -0.126 0.249 0.31
H -2.922173 -0.606864 -1.249092 -0.224 0.270 -0.221 0.27
H -3.111759 0.946425 -0.396353 0.212 0.065 0.045 0.35
H -2.575928 -0.165706 2.514198 0.266 -1.166 0.326 0.39
H -2.238119 1.114484 1.532087 0.408 0.610 -0.129 0.28
H 0.128270 -0.798038 2.072166 -0.339 -0.341 -0.248 0.28
H -0.381244 0.505650 3.110336 0.485 0.494 0.332 0.43
H 1.996076 1.797674 2.295788 -0.652 -0.540 1.279 0.40
H 2.255940 2.008250 0.780617 -1.126 -0.446 -1.508 0.31
H 2.378774 0.357992 1.339255 -0.451 -0.329 -0.131 0.31
```
Forces are in eV/Å.

Properties
Multiplicity ... 1
Maximum force ... 0.1079 hartree/bohr
HOMO-LUMO gap ... 6.21 eV
Lowest unoccupied orbital energy ... 5.1 eV
Charge ... -2
HOMO level ... -1.1 eV
Electronic energy ... -30377.9278 eV

Molecular formula: C3H6S
Method: DFT, ωB97M-V with the def2-TZVPD basis set

Geometry as XYZ:
```
10
Properties=species:S:1:pos:R:3:forces:R:3:mulliken_charge:R:1
C 1.118048 -1.123873 0.157183 1.097 -2.953 1.099 -0.46
C 0.902140 0.144199 0.037404 -2.802 2.520 -0.436 -0.25
C -1.172883 0.803824 -0.233468 5.058 -2.625 -3.175 -0.68
S -2.269877 -0.470356 0.148793 -0.329 -0.549 -0.669 -0.17
H 2.130007 -1.556809 -0.032464 -0.486 0.730 0.248 0.23
H 0.515720 -1.948879 0.635149 -0.328 1.275 -1.071 0.22
H 1.702474 0.890009 -0.140361 -0.861 -0.408 -0.280 0.27
H -0.914107 0.992912 -1.333793 -0.811 -0.761 1.500 0.27
H -1.324585 1.734148 0.129944 -0.476 2.554 2.031 0.41
H -2.213019 -1.075622 -1.078053 -0.060 0.217 0.753 0.15
```
Forces are in eV/Å.

Properties
Multiplicity ... 1
Relative energy (zero: lowest compared OMol25 entry of this formula, charge and spin) ... 3.2591 eV
Maximum force ... 0.1269 hartree/bohr
HOMO-LUMO gap ... 9.32 eV
Lowest unoccupied orbital energy ... 0.9 eV
Charge ... 0
HOMO level ... -8.4 eV
Electronic energy ... -14039.6071 eV